[1]
Computed, not measured: a structure of composition C4H13NO3, with wB97M-V/def2-TZVPD.

- energy above the lowest of the compared OMol25 structures with the same formula, charge and spin (kcal/mol) = 141.3
- orbital gap (eV) = 9.55

Positions of all 21 atoms, in Å:
C 0.689 -0.218 1.500
N 1.054 0.966 0.831
C 1.485 0.808 -0.566
C 0.202 0.396 -1.230
C 0.353 -0.669 -2.332
O 0.857 -1.292 0.920
H 1.125 -0.229 2.524
H 0.270 1.631 0.866
H 2.032 -0.141 -0.523
H 2.057 1.637 -0.963
H -0.407 1.200 -1.627
H -0.310 -0.140 -0.459
H 0.755 -1.559 -1.836
H -0.658 -1.015 -2.573
H 0.994 -0.366 -3.153
H -3.288 -0.495 -0.609
H -0.574 -0.046 1.638
O -2.328 -0.413 -0.543
H -1.959 -0.191 0.458
H -1.771 0.676 2.286
O -1.253 0.433 1.499


[2]
Computed, not measured: a structure of composition C31H17F4N8O2Pt, with wB97M-V/def2-TZVPD.

- energy above the lowest of the compared OMol25 structures with the same formula, charge and spin (kcal/mol) = 0.0
- orbital gap (alpha / beta) (eV) = 5.52 / 5.52
- charge = +1

Positions of all 63 atoms, in Å:
Pt 2.089 -1.359 -0.049
C 5.513 2.946 -0.995
C 4.417 2.513 -1.731
C 3.918 1.235 -1.544
C 4.540 0.396 -0.630
C 5.643 0.808 0.100
C 6.124 2.095 -0.084
N 4.020 -0.930 -0.451
N 4.863 -1.849 -0.433
C 4.285 -3.108 -0.256
C 5.098 -4.232 -0.301
C 4.506 -5.480 -0.196
C 3.128 -5.573 -0.065
C 2.323 -4.434 -0.016
C 2.888 -3.172 -0.097
H 5.891 3.949 -1.135
H 3.952 3.175 -2.448
H 3.075 0.875 -2.121
H 6.106 0.130 0.803
H 6.978 2.434 0.487
H 6.166 -4.115 -0.425
H 5.111 -6.375 -0.229
H 2.664 -6.549 -0.004
H 1.250 -4.559 0.066
O -5.407 -1.017 -2.512
C -5.592 -1.019 -1.127
N -4.487 -1.649 -0.415
C -3.288 -1.037 -0.391
O -3.093 0.074 -0.870
C -2.170 -1.752 0.313
C -2.346 -2.555 1.429
C -1.227 -3.055 2.076
C 0.026 -2.733 1.597
N 0.197 -1.962 0.509
C -0.882 -1.488 -0.119
H -4.793 -0.308 -2.736
H -6.491 -1.592 -0.914
H -5.707 -0.011 -0.730
H -4.527 -2.641 -0.247
H -3.338 -2.758 1.814
H -1.316 -3.670 2.960
H 0.928 -3.084 2.078
H -0.718 -0.856 -0.980
F -1.072 5.416 -0.275
C -1.764 4.391 0.191
C -3.085 4.518 0.391
F -3.667 5.669 0.122
C -3.917 3.415 0.852
C -3.178 2.226 1.243
C -1.862 2.109 1.043
F -1.242 1.004 1.447
C -1.069 3.137 0.407
C 0.220 2.923 0.015
C 0.805 1.619 0.038
N 1.341 0.608 -0.012
C 1.079 3.907 -0.574
N 1.825 4.664 -1.009
F -3.828 1.232 1.820
C -5.273 3.475 0.882
C -6.094 2.351 1.238
N -6.800 1.484 1.497
C -6.033 4.632 0.508
N -6.705 5.510 0.199


[3]
Computed, not measured: a structure of composition C25H20As2F12N2O8PSTi, with wB97M-V/def2-TZVPD.

- energy above the lowest of the compared OMol25 structures with the same formula, charge and spin (kcal/mol) = 53.3
- orbital gap (eV) = 5.71
- charge = -1

Positions of all 72 atoms, in Å:
Ti 0.658 -1.051 -0.295
O -1.792 -6.314 -1.767
C -1.238 -5.161 -1.363
C -1.711 -4.458 -0.252
C -1.110 -3.268 0.060
N -0.147 -2.780 -0.717
C 0.401 -3.493 -1.707
C -0.118 -4.703 -2.068
C 1.664 -2.805 -2.216
O 2.363 -3.252 -3.072
O 1.865 -1.696 -1.510
C -1.330 -2.352 1.241
O -2.162 -2.508 2.088
O -0.455 -1.358 1.185
H -2.607 -6.475 -1.277
H -2.529 -4.817 0.360
H 0.313 -5.283 -2.872
O 2.519 0.932 -0.954
S 1.343 1.171 -1.771
O 1.334 0.692 -3.113
O 0.145 0.665 -0.904
C 1.199 2.947 -1.831
C 1.703 3.526 -2.992
C 1.849 4.899 -3.074
C 1.493 5.691 -1.991
C 0.960 5.108 -0.854
C 0.810 3.722 -0.740
P 0.001 2.998 0.788
C 1.190 3.462 2.090
C 2.509 3.789 1.761
C 3.449 4.014 2.754
C 3.100 3.898 4.091
C 1.802 3.551 4.430
C 0.855 3.329 3.440
C -1.429 4.131 0.840
C -1.706 5.009 1.883
C -2.892 5.736 1.889
C -3.806 5.590 0.858
C -3.532 4.718 -0.190
C -2.354 3.988 -0.195
H 1.956 2.880 -3.821
H 2.237 5.349 -3.979
H 1.629 6.765 -2.036
H 0.665 5.733 -0.019
H 2.809 3.842 0.724
H 4.468 4.255 2.479
H 3.844 4.048 4.864
H 1.525 3.435 5.470
H -0.147 3.034 3.718
H -0.994 5.128 2.691
H -3.104 6.412 2.709
H -4.736 6.145 0.874
H -4.246 4.586 -0.993
H -2.155 3.282 -0.996
N -1.596 1.508 2.334
H -1.123 0.652 2.613
H -2.231 1.242 1.587
H -2.166 1.824 3.114
F 1.861 -2.402 1.050
As 2.660 -1.027 1.964
F 3.720 -0.877 0.646
F 1.502 0.189 1.277
F 3.413 0.247 2.831
F 1.504 -1.238 3.219
F 3.681 -2.202 2.705
F -2.203 -0.538 -0.952
As -2.255 -0.570 -2.704
F -2.733 -2.252 -2.570
F -0.588 -1.130 -2.750
F -3.926 -0.098 -2.611
F -1.812 1.091 -2.815
F -2.355 -0.677 -4.422


[4]
Computed, not measured: a structure of composition C23H45Cl3N2O4PRhSi, with wB97M-V/def2-TZVPD.

- multiplicity = 5
- energy above the lowest of the compared OMol25 structures with the same formula, charge and spin (kcal/mol) = 0.0
- orbital gap (alpha / beta) (eV) = 7.27 / 7.63
- ⟨S²⟩ = 6.014

Positions of all 80 atoms, in Å:
C 1.650 2.795 -3.246
C 1.424 3.146 -1.793
H 0.879 3.344 -3.808
H 1.494 1.717 -3.415
H 2.640 3.072 -3.634
C 1.605 4.443 -1.301
C 1.330 5.611 -2.143
H 1.633 4.585 -0.225
H 0.516 5.413 -2.860
H 2.211 5.944 -2.709
H 1.017 6.419 -1.475
Rh -0.372 -1.690 0.056
Cl 1.913 -1.837 -0.183
Cl -2.484 -2.397 -1.341
H -2.044 -5.688 2.148
H 0.039 -6.777 0.309
C -2.359 -5.233 1.195
C -0.631 -6.232 -0.381
N -1.234 -5.073 0.275
H -2.773 -4.238 1.409
C -0.506 -3.975 0.427
O -0.717 -3.165 1.400
H -0.030 -5.836 -1.213
H 0.257 -3.752 -0.372
H -3.106 -5.854 0.695
H -1.444 -6.883 -0.740
H -2.329 1.934 -1.476
H -1.389 3.900 0.632
C -3.051 1.810 -0.654
C -2.274 3.409 1.060
N -2.371 2.026 0.612
H -3.473 0.800 -0.669
C -1.892 0.956 1.283
O -2.107 -0.218 0.903
H -2.230 3.465 2.152
H -1.351 1.197 2.217
H -3.835 2.570 -0.738
H -3.159 3.944 0.699
O 0.221 2.421 -1.335
C 1.464 1.974 -0.780
C 0.953 2.519 1.637
C 1.861 2.227 0.611
H -0.112 2.375 1.444
C 1.428 3.042 2.836
H 1.766 1.016 -1.205
C 3.242 2.235 0.868
H 0.710 3.330 3.606
C 2.805 3.210 3.026
C 3.705 2.799 2.042
H 3.891 1.844 0.091
H 3.178 3.635 3.960
H 4.771 2.906 2.187
Si -1.477 -1.400 -3.228
Cl -0.322 -0.227 -1.593
C -3.261 -0.980 -3.779
C -0.503 -2.993 -3.509
C -0.849 -0.660 -4.871
H -3.932 -0.672 -2.972
H -3.706 -1.862 -4.255
H -3.282 -0.194 -4.543
H -1.198 0.366 -4.982
H -1.285 -1.274 -5.667
H 0.239 -0.722 -4.928
H 0.213 -3.207 -2.714
H 0.084 -2.935 -4.433
H -1.140 -3.869 -3.620
C 0.118 -0.904 4.890
P 1.076 -1.087 3.381
C 2.721 -0.396 3.600
C 1.433 -2.839 3.164
O 0.394 -0.438 2.199
H 0.478 -1.585 5.673
H -0.934 -1.124 4.670
H 0.200 0.133 5.238
H 3.343 -1.101 4.162
H 3.130 -0.237 2.598
H 2.635 0.557 4.124
H 0.490 -3.390 3.181
H 1.899 -2.951 2.177
H 2.107 -3.189 3.953


[5]
Computed, not measured: a structure of composition C3H3HgNO3, with wB97M-V/def2-TZVPD.

- orbital gap (eV) = 11.31
- charge = +2

Positions of all 11 atoms, in Å:
O -0.639 -1.384 -3.173
C -0.449 -0.823 -2.193
Hg 0.038 0.635 0.319
C -1.971 1.505 0.256
C 1.727 1.703 -0.576
O -3.017 1.967 0.190
O 2.591 2.267 -1.074
N 0.413 -1.391 1.502
H -0.330 -1.275 2.204
H 1.373 -1.192 1.807
H 0.264 -2.011 0.736


[6]
Computed, not measured: the ion C8H7O3S with charge -1, with wB97M-V/def2-TZVPD.

- energy above the lowest of the compared OMol25 structures with the same formula, charge and spin (kcal/mol) = 84.7
- orbital gap (alpha / beta) (eV) = 5.94 / 5.95
- charge = -1

Positions of all 19 atoms, in Å:
C 3.040 0.102 0.170
C 1.650 0.175 0.344
C 3.624 1.322 -0.198
C 1.104 1.441 0.113
C -3.708 1.578 0.164
C -0.176 1.915 -0.120
C -2.495 0.449 -0.037
C -2.855 -0.952 -0.295
O -4.822 1.092 0.211
O -3.245 2.730 0.198
O -1.234 0.787 -0.074
S 2.446 2.634 -0.219
H 3.616 -0.722 0.268
H 1.056 -0.514 0.814
H 4.651 1.812 -0.195
H -0.621 2.822 -0.009
H -2.184 -1.711 0.166
H -3.196 -0.974 -1.373
H -3.886 -1.081 0.129


[7]
Computed, not measured: a cluster of 12 separate species, C6H35NO11 in total, with wB97M-V/def2-TZVPD.

- energy above the lowest of the compared OMol25 structures with the same formula, charge and spin (kcal/mol) = 146.1
- orbital gap (eV) = 7.40
- SMILES = CC/C=C/NCC.O.O.O.O.O.O.O.O.O.O.O

Positions of all 53 atoms, in Å:
C -0.892 -2.183 -2.568
C -1.570 -1.877 -1.236
C -0.701 -0.983 -0.519
C -0.868 -0.536 0.779
N -0.192 0.549 1.279
C -1.087 1.357 2.241
C -0.398 2.649 2.723
H -0.567 -1.273 -3.096
H -1.431 -2.587 -3.489
H -0.020 -2.802 -2.409
H -2.572 -1.453 -1.326
H -1.691 -2.780 -0.489
H 0.079 -0.242 -0.976
H -1.347 -0.964 1.531
H 0.352 0.964 0.561
H -1.397 0.698 3.066
H -2.080 1.845 1.775
H 0.261 2.496 3.607
H 0.286 3.033 2.074
H -1.179 3.351 3.047
H 2.864 -2.924 -1.751
H 2.600 -3.814 -0.642
O 2.857 -3.940 -1.558
H -0.806 -2.645 1.991
H -0.360 -4.070 2.415
O -0.036 -3.260 1.968
H 1.581 2.096 -0.589
H 1.907 3.332 -0.013
O 1.245 2.761 -0.047
H 2.083 0.372 2.785
H 1.400 -0.994 2.376
O 2.199 -0.485 2.449
H 2.318 1.103 -1.968
H 1.139 1.307 -2.935
O 1.866 1.723 -2.495
H 1.607 -2.785 1.278
H 3.022 -2.185 0.916
O 2.336 -2.762 0.657
H -2.121 2.340 -0.030
H -2.635 3.524 -0.720
O -2.252 2.681 -0.947
H -4.224 -1.056 2.233
H -3.570 -2.396 2.314
O -3.551 -1.481 2.301
H -0.941 1.299 -4.115
H -1.064 2.318 -2.969
O -0.860 1.369 -3.171
H 2.501 -0.956 -0.596
H 2.535 -0.222 0.631
O 2.387 -0.039 -0.269
H -0.101 3.180 -1.449
H 1.018 3.670 -2.403
O 0.071 3.679 -2.222


[8]
Computed, not measured: the molecule C3H5NOS, with wB97M-V/def2-TZVPD.

- energy above the lowest of the compared OMol25 structures with the same formula, charge and spin (kcal/mol) = 29.0
- orbital gap (eV) = 8.46
- SMILES = NC(=O)CC=S

Positions of all 11 atoms, in Å:
C -0.413 -0.097 -1.145
C -0.601 0.596 0.232
C 0.483 0.535 1.308
N 0.476 -1.072 -1.035
O -1.019 0.293 -2.074
S 0.492 -0.417 2.606
H -0.786 1.593 -0.034
H -1.414 0.241 0.744
H 1.198 1.320 1.196
H 1.089 -1.098 -0.150
H 0.493 -1.895 -1.649


[9]
Computed, not measured: the molecule C4H2F2O, with wB97M-V/def2-TZVPD.

- energy above the lowest of the compared OMol25 structures with the same formula, charge and spin (kcal/mol) = 10.0
- orbital gap (eV) = 10.26
- SMILES = Fc1cocc1F

Positions of all 9 atoms, in Å:
C 0.223 0.719 0.008
C -1.118 0.999 -0.017
C -0.859 -1.199 0.016
C 0.372 -0.667 0.005
H -1.673 1.912 -0.012
H -1.209 -2.194 0.081
O -1.763 -0.163 -0.010
F 1.243 1.586 0.012
F 1.565 -1.311 -0.018


[10]
Computed, not measured: a cluster of 14 separate species, C2H33N3O13 in total, with wB97M-V/def2-TZVPD.

- multiplicity = 2
- energy above the lowest of the compared OMol25 structures with the same formula, charge and spin (kcal/mol) = 67.3
- orbital gap (alpha / beta) (eV) = 9.84 / 5.47
- ⟨S²⟩ = 0.781
- charge = +1

Positions of all 51 atoms, in Å:
C 2.757 3.876 0.637
N 1.940 2.784 0.512
C 2.677 1.597 0.453
N 1.879 0.383 0.717
N 3.858 1.776 -0.089
H 3.272 3.964 1.521
H 3.750 3.850 0.016
H 2.151 4.910 0.623
H 1.047 2.750 0.967
H 1.897 0.168 1.681
H 2.261 -0.396 0.290
H 4.458 0.908 -0.273
H 1.651 2.794 3.554
H 2.680 1.948 4.202
O 2.422 2.795 3.964
H 1.129 -2.788 -1.544
H 2.172 -3.294 -2.587
O 2.062 -2.499 -1.872
H -0.465 -3.270 -2.729
H -1.478 -3.909 -1.818
O -0.456 -3.966 -2.033
H -3.978 -0.470 0.337
H -4.608 -1.634 1.241
O -4.586 -1.293 0.293
H -2.023 -1.087 0.103
H -0.758 -1.619 0.543
O -1.202 -0.818 0.649
H -2.227 -0.929 2.020
H -2.579 -0.091 3.343
O -2.812 -0.868 2.760
H 1.074 -0.385 -2.844
H 0.816 -1.307 -4.126
O 0.530 -0.536 -3.568
H -2.561 -0.553 -3.694
H -1.244 -1.112 -3.767
O -2.120 -1.405 -3.728
H -1.095 3.141 1.727
H -0.486 3.865 2.972
O -0.303 3.261 2.244
H 1.523 -3.424 0.310
H 1.025 -3.834 1.788
O 1.755 -3.782 1.094
H -1.386 1.547 0.813
H -2.430 1.880 -0.215
O -2.431 1.846 0.797
H -0.317 0.341 -1.638
H 0.170 0.846 -0.279
O -0.613 1.027 -1.023
H -3.427 -2.588 -0.909
H -2.805 -1.893 -2.063
O -2.566 -2.505 -1.371


[11]
Computed, not measured: a cluster of 3 separate species, C5H18N2O2 in total, with wB97M-V/def2-TZVPD.

- energy above the lowest of the compared OMol25 structures with the same formula, charge and spin (kcal/mol) = 19.0
- orbital gap (eV) = 9.56
- SMILES = CNCC[C@H](C)N.O.O

Positions of all 27 atoms, in Å:
C 1.155 1.520 -2.032
C 0.016 0.971 -1.209
C -0.093 1.433 0.212
C 0.967 0.838 1.163
C 1.408 -0.842 2.872
N 0.380 -0.032 2.214
N -1.307 1.179 -1.873
H 1.767 2.185 -1.411
H 0.781 2.113 -2.879
H 1.822 0.813 -2.531
H 0.016 -0.136 -1.094
H -0.122 2.521 0.350
H -1.033 1.197 0.721
H 1.706 0.232 0.624
H 1.560 1.639 1.665
H 2.293 -0.856 2.216
H 1.811 -0.525 3.850
H 1.044 -1.858 3.035
H -0.141 0.608 2.800
H -1.947 0.406 -1.797
H -1.379 1.822 -2.635
H -1.180 -2.638 1.241
H -0.588 -1.185 1.064
O -1.218 -1.851 0.701
H -1.096 -2.232 -0.999
H -1.168 -1.542 -2.355
O -1.012 -2.416 -1.970


[12]
Computed, not measured: a structure of composition C26H39GeN7O2Sr, with wB97M-V/def2-TZVPD.

- energy above the lowest of the compared OMol25 structures with the same formula, charge and spin (kcal/mol) = 30.4
- orbital gap (eV) = 5.13

Positions of all 76 atoms, in Å:
Sr 0.675 0.819 -0.186
N 2.405 2.873 1.200
C 3.440 2.452 2.150
C 3.635 0.945 2.116
N 2.400 0.156 2.152
C 2.736 -1.270 1.939
C 3.197 -1.619 0.533
N 2.122 -1.363 -0.428
C 1.687 0.277 3.434
C 0.745 1.468 3.571
N -0.236 1.505 2.471
H 2.508 3.859 0.996
H 1.493 2.777 1.636
H 3.247 2.802 3.169
H 4.383 2.909 1.848
H 4.299 0.651 2.946
H 4.153 0.701 1.190
H 1.830 -1.847 2.133
H 3.494 -1.599 2.665
H 3.518 -2.666 0.543
H 4.067 -1.035 0.234
H 1.371 -2.048 -0.331
H 2.454 -1.455 -1.382
H 2.392 0.283 4.279
H 1.086 -0.625 3.552
H 1.285 2.413 3.579
H 0.264 1.390 4.552
H -0.868 2.287 2.611
H -0.835 0.683 2.532
O -0.838 -3.281 -6.024
C -0.676 -2.051 -6.082
O -0.653 -1.267 -7.051
C -0.468 -1.359 -4.712
C 0.162 -0.097 -4.669
C 0.443 0.449 -3.446
N -0.024 -0.086 -2.287
C -0.696 -1.257 -2.309
C -0.848 -1.946 -3.540
C -1.194 -1.789 -1.065
C -1.712 -3.072 -0.915
C -1.867 -3.667 0.325
C -1.305 -2.978 1.426
C -0.903 -1.688 1.311
N -1.195 -0.925 0.121
C 1.244 1.703 -3.327
C 2.013 2.141 -4.411
C 2.699 3.332 -4.324
C 2.626 4.070 -3.147
C 1.890 3.547 -2.107
N 1.218 2.392 -2.170
H 0.415 0.352 -5.618
H -1.274 -2.937 -3.601
H -1.914 -3.658 -1.804
H -2.233 -4.677 0.425
H -1.127 -3.491 2.367
H -0.389 -1.179 2.120
H 2.059 1.541 -5.307
H 3.285 3.683 -5.163
H 3.134 5.017 -3.032
H 1.825 4.079 -1.166
C -3.608 0.242 3.145
Ge -3.958 -0.562 1.379
C -5.438 0.423 0.554
C -4.524 -2.404 1.646
C -2.412 -0.082 0.214
H -4.488 0.173 3.785
H -3.352 1.301 3.052
H -2.792 -0.278 3.652
H -6.338 0.345 1.165
H -5.659 0.012 -0.432
H -5.201 1.481 0.432
H -5.504 -2.362 2.126
H -3.834 -2.947 2.288
H -4.612 -2.946 0.707
H -2.785 0.055 -0.805
H -2.137 0.929 0.572


In g mol⁻¹, the M values for the records above are, in order, 123.152, 804.601, 965.169, 681.948, 301.651, 183.208, 297.342, 103.146, 104.055, 307.294, 138.211, 641.875.